# 1
This record from OMol25 describes one molecule with the formula C2H2ClNO in a non-equilibrium geometry. The level of theory is ωB97M-V/def2-TZVPD.

XYZ file:
```
7
Properties=species:S:1:pos:R:3:forces:R:3:mulliken_charge:R:1
C -0.733 -1.342 -0.126 1.13 -0.37 0.53 0.64
C 0.639 -0.824 0.612 -2.34 0.93 -1.30 -0.15
N -1.015 -0.384 -0.950 0.30 0.91 0.48 -0.48
O -1.299 -2.338 0.191 -0.29 -0.93 0.37 -0.53
Cl 2.068 -0.811 -0.224 0.58 -0.19 -0.07 -0.03
H 0.489 0.037 1.267 0.28 -0.30 0.25 0.31
H -0.385 0.342 -1.245 0.34 -0.04 -0.26 0.24
```
Positions in Å, forces in eV/Å.

## Properties
Relative energy (zero: lowest compared OMol25 entry of this formula, charge and spin): 2.809 eV
LUMO level (spin up / spin down): -0.0881 / -0.0631 hartree
Total charge: 0
HOMO-LUMO gap (spin up / spin down): 7.382 / 8.269 eV
E_HOMO (spin up / spin down): -9.78 / -9.98 eV

---

# 2
This record from OMol25 describes a 2-piece molecular cluster, C2H2ClNO3 overall in a non-equilibrium geometry. The level of theory is ωB97M-V/def2-TZVPD.

XYZ file:
```
9
Properties=species:S:1:pos:R:3:forces:R:3:mulliken_charge:R:1
C 1.938 -1.151 0.288 1.70 -1.84 1.37 0.44
C 1.472 0.096 0.003 -1.52 5.35 2.11 0.03
N -0.143 0.454 0.792 1.62 -0.96 1.15 -0.24
O 2.536 -2.031 0.850 -0.35 0.01 0.07 -0.60
O -1.196 0.453 0.014 0.54 -0.30 -0.49 -0.65
O 1.367 -0.993 -0.886 -0.34 -1.67 -3.22 -0.36
Cl 11.143 -0.313 -0.012 0.12 0.01 -0.01 -1.00
H 2.179 1.024 -0.193 -1.62 -1.93 -0.06 0.21
H -0.103 -0.495 1.354 -0.15 1.33 -0.94 0.16
```
Positions in Å, forces in eV/Å.

## Properties
Relative energy (zero: lowest compared OMol25 entry of this formula, charge and spin): 5.051 eV
LUMO level (spin up / spin down): 0.2105 / 0.2105 hartree
Total charge: -2
HOMO-LUMO gap (spin up / spin down): 6.441 / 6.443 eV
E_HOMO (spin up / spin down): -0.71 / -0.71 eV

---

# 3
This record from OMol25 describes C2H2ClNS2 as an isolated structure in a non-equilibrium geometry. The level of theory is ωB97M-V/def2-TZVPD.

XYZ file:
```
8
Properties=species:S:1:pos:R:3:forces:R:3:mulliken_charge:R:1
C 0.181 0.347 1.023 0.87 0.43 -0.24 -0.11
C -0.362 -0.669 0.330 0.32 -0.33 -0.63 -0.33
N 1.620 0.057 -1.005 0.08 -0.29 -0.17 -0.17
S 1.571 1.045 0.267 -1.06 -0.91 -0.25 0.24
S 0.457 -1.017 -1.146 -0.48 1.64 0.80 0.36
Cl -2.058 0.704 -2.010 0.72 -0.52 0.30 -0.71
H -0.167 0.756 1.952 -0.18 0.04 0.17 0.37
H -1.242 -1.224 0.589 -0.28 -0.06 0.02 0.34
```
Positions in Å, forces in eV/Å.

## Properties
Relative energy (zero: lowest compared OMol25 entry of this formula, charge and spin): 0.383 eV
LUMO level (spin up / spin down): -0.0865 / -0.0864 hartree
Total charge: 0
HOMO-LUMO gap (spin up / spin down): 5.705 / 5.709 eV
E_HOMO (spin up / spin down): -8.06 / -8.06 eV

---

# 4
This record from OMol25 describes one molecule with the formula C2H2ClP in a non-equilibrium geometry. The level of theory is ωB97M-V/def2-TZVPD.

XYZ file:
```
6
Properties=species:S:1:pos:R:3:forces:R:3:mulliken_charge:R:1
C -0.821 0.007 0.034 1.39 -2.08 -1.79 0.17
C 0.693 -0.067 -0.016 1.56 1.78 0.53 -0.44
P -0.404 -1.622 -0.097 -0.41 1.92 0.63 -0.02
Cl -2.063 1.154 -0.007 0.29 -0.06 0.09 -0.13
H 1.557 0.166 -0.923 -3.09 -0.33 2.32 0.23
H 1.038 0.363 1.009 0.24 -1.24 -1.78 0.20
```
Positions in Å, forces in eV/Å.

## Properties
Relative energy (zero: lowest compared OMol25 entry of this formula, charge and spin): 1.875 eV
LUMO level: -0.0059 hartree
Total charge: 0
HOMO-LUMO gap: 8.598 eV
E_HOMO: -8.76 eV